1.
Below is 12 unconnected molecules or ions with the total composition C36H78N6O12 at a distorted geometry, with properties calculated with wB97M-V/def2-TZVPD.

XYZ file:
```
132
C36H78N6O12 | the OMol25 dataset | wB97M-V/def2-TZVPD
C -7.261 2.295 -9.314
N -6.078 2.583 -8.655
C -5.902 2.337 -7.369
C -4.477 2.596 -6.866
O -6.822 2.188 -6.629
H -7.717 3.179 -9.758
H -7.992 1.781 -8.689
H -7.002 1.706 -10.194
H -5.279 2.349 -9.226
H -4.390 2.394 -5.799
H -4.091 3.575 -7.149
H -3.764 1.948 -7.376
C 5.786 1.755 9.530
N 4.764 1.255 8.690
C 3.701 0.546 9.051
C 2.849 0.067 7.953
O 3.438 0.329 10.295
H 5.324 1.814 10.515
H 6.185 2.734 9.264
H 6.517 0.959 9.671
H 4.978 1.464 7.725
H 3.277 -0.887 7.647
H 2.696 0.660 7.051
H 1.854 -0.123 8.354
C 7.776 2.841 1.519
N 8.681 1.666 1.553
C 8.242 0.550 2.105
C 9.297 -0.579 2.132
O 7.091 0.344 2.505
H 7.890 3.414 0.598
H 8.005 3.684 2.172
H 6.732 2.681 1.787
H 9.465 1.678 0.916
H 9.131 -1.314 2.919
H 10.250 -0.147 2.436
H 9.326 -1.049 1.149
C -4.540 -7.023 -1.581
N -5.324 -6.242 -2.479
C -5.827 -6.674 -3.599
C -6.714 -5.648 -4.270
O -5.816 -7.854 -4.023
H -3.724 -7.553 -2.072
H -5.284 -7.648 -1.086
H -4.152 -6.440 -0.745
H -5.447 -5.264 -2.262
H -7.664 -5.733 -3.742
H -6.785 -5.713 -5.356
H -6.398 -4.622 -4.081
C -0.167 5.677 7.460
N -0.037 5.725 8.893
C 0.921 6.508 9.444
C 1.271 6.102 10.868
O 1.640 7.412 8.925
H -1.058 6.203 7.115
H -0.263 4.634 7.157
H 0.622 6.309 7.052
H -0.369 4.911 9.390
H 1.422 5.025 10.946
H 0.506 6.323 11.612
H 2.223 6.600 11.049
C -8.113 -3.520 3.408
N -7.848 -2.392 2.591
C -8.562 -2.080 1.517
C -8.073 -0.823 0.807
O -9.584 -2.679 1.190
H -8.370 -3.243 4.431
H -7.168 -4.059 3.474
H -8.856 -4.236 3.054
H -7.017 -1.906 2.896
H -7.414 -0.253 1.461
H -8.825 -0.156 0.386
H -7.332 -1.114 0.062
C 0.857 -1.326 0.376
C -0.282 -0.337 0.211
C 0.086 1.190 -0.055
O -1.445 -0.673 0.379
H 0.353 -2.181 -0.074
H 1.295 -1.436 1.368
H 1.601 -1.078 -0.381
H 0.415 1.550 0.920
H -0.775 1.704 -0.481
H 0.883 1.280 -0.793
C -1.381 -9.041 5.548
C -0.499 -7.927 4.942
C -0.158 -6.723 5.829
O -0.117 -8.068 3.813
H -2.422 -8.726 5.624
H -0.931 -9.225 6.524
H -1.277 -9.954 4.962
H 0.768 -6.305 5.433
H 0.046 -6.984 6.867
H -1.026 -6.082 5.676
C 3.665 4.801 -8.048
C 3.160 5.135 -6.651
C 4.123 4.844 -5.539
O 2.103 5.730 -6.533
H 3.487 3.782 -8.393
H 4.712 5.071 -8.193
H 2.959 5.334 -8.685
H 3.766 5.199 -4.572
H 5.051 5.302 -5.882
H 4.310 3.772 -5.615
C 1.438 -3.794 -8.214
C 0.914 -3.954 -6.806
C 1.034 -5.352 -6.146
O 0.282 -3.003 -6.314
H 2.408 -4.289 -8.263
H 1.561 -2.725 -8.389
H 0.859 -4.172 -9.056
H 1.526 -5.395 -5.174
H 1.566 -6.052 -6.791
H 0.030 -5.772 -6.089
C -5.359 6.015 -1.222
C -4.834 6.530 0.078
C -4.131 7.835 0.026
O -5.003 5.814 1.032
H -5.326 4.936 -1.075
H -4.674 6.316 -2.015
H -6.403 6.311 -1.321
H -3.448 7.972 -0.812
H -3.640 8.023 0.981
H -4.887 8.616 -0.051
C 8.651 -0.493 -4.541
C 7.496 -1.394 -4.877
C 7.206 -2.419 -3.797
O 6.870 -1.343 -5.919
H 8.713 0.187 -5.390
H 9.559 -1.096 -4.524
H 8.693 0.129 -3.647
H 7.978 -3.180 -3.684
H 6.267 -2.911 -4.052
H 6.977 -1.791 -2.936
```

Output
- Gap between HOMO and LUMO: 9.12 eV
- Structure (SMILES): CNC(C)=O.CNC(C)=O.CNC(C)=O.CNC(C)=O.CNC(C)=O.CNC(C)=O.CC(C)=O.CC(C)=O.CC(C)=O.CC(C)=O.CC(C)=O.CC(C)=O

=====

2.
Below is 6 unconnected molecules or ions with the total composition C36H79NO9, with properties calculated with wB97M-V/def2-TZVPD.

XYZ file:
```
125
C36H79NO9 | the OMol25 dataset | wB97M-V/def2-TZVPD
C -1.048 0.467 3.585
O -1.407 1.603 2.819
C -2.325 1.358 1.774
C -1.675 0.898 0.475
C -1.186 -0.545 0.527
C -0.841 -1.232 -0.807
C -1.693 -0.824 -2.041
C -3.033 -1.531 -2.255
C -4.014 -1.446 -1.078
C -5.121 -2.464 -1.156
O -6.297 -2.221 -1.121
O -4.643 -3.728 -1.284
C 0.659 -1.101 -1.195
C 1.194 -2.537 -1.425
C 2.036 -3.155 -0.300
C 3.468 -2.636 -0.121
C 3.539 -1.298 0.644
C 4.311 -3.686 0.614
N -0.064 -3.297 -1.551
C -0.961 -2.747 -0.655
O -1.655 -3.363 0.122
H -1.097 0.719 4.644
H -0.027 0.150 3.353
H -1.712 -0.378 3.388
H -3.070 0.614 2.093
H -2.861 2.294 1.607
H -0.832 1.567 0.278
H -2.414 1.045 -0.316
H -1.919 -1.160 1.057
H -0.282 -0.572 1.142
H -1.858 0.253 -2.022
H -1.089 -1.011 -2.929
H -3.508 -1.046 -3.112
H -2.880 -2.572 -2.545
H -3.495 -1.595 -0.131
H -4.503 -0.472 -1.052
H -5.313 -4.337 -0.946
H 0.717 -0.544 -2.130
H 1.247 -0.522 -0.492
H 1.771 -2.583 -2.351
H 2.106 -4.219 -0.553
H 1.500 -3.101 0.655
H 3.911 -2.491 -1.112
H 4.268 -0.612 0.212
H 3.822 -1.461 1.685
H 2.586 -0.776 0.657
H 5.378 -3.531 0.448
H 4.129 -3.635 1.689
H 4.064 -4.699 0.292
H 0.006 -4.306 -1.499
C -1.162 3.510 -4.041
C -0.452 3.197 -2.736
O 0.278 1.982 -2.742
C 1.324 1.889 -3.697
C 2.415 2.932 -3.535
H -1.832 2.695 -4.319
H -1.751 4.421 -3.929
H -0.461 3.667 -4.862
H -1.186 3.066 -1.939
H 0.189 4.036 -2.441
H 0.926 1.914 -4.716
H 1.748 0.894 -3.549
H 2.042 3.946 -3.692
H 3.199 2.746 -4.270
H 2.851 2.882 -2.536
C -0.894 -3.194 7.809
C -1.889 -2.603 6.825
O -1.361 -2.382 5.530
C -0.880 -3.525 4.842
C -1.931 -4.595 4.606
H -0.013 -2.556 7.893
H -1.357 -3.278 8.793
H -0.566 -4.191 7.513
H -2.205 -1.616 7.166
H -2.789 -3.227 6.775
H -0.011 -3.949 5.357
H -0.528 -3.140 3.883
H -2.301 -5.022 5.539
H -1.501 -5.407 4.018
H -2.779 -4.184 4.056
C -4.900 -0.916 4.428
C -6.370 -1.015 4.793
O -6.786 -0.080 5.774
C -6.619 1.286 5.437
C -7.374 1.719 4.193
H -4.272 -1.035 5.313
H -4.639 -1.699 3.714
H -4.655 0.044 3.971
H -6.578 -1.990 5.235
H -6.990 -0.935 3.893
H -5.555 1.533 5.339
H -6.992 1.830 6.305
H -7.016 1.211 3.296
H -7.242 2.791 4.039
H -8.440 1.512 4.299
C 3.522 4.217 0.600
C 3.943 3.089 1.525
O 4.874 2.186 0.953
C 6.113 2.737 0.545
C 6.908 3.382 1.667
H 3.101 3.818 -0.324
H 2.763 4.828 1.090
H 4.356 4.871 0.341
H 3.078 2.473 1.771
H 4.326 3.493 2.469
H 5.969 3.449 -0.276
H 6.669 1.891 0.137
H 6.394 4.245 2.091
H 7.870 3.725 1.286
H 7.088 2.665 2.470
C 4.711 0.334 -8.154
C 3.240 0.502 -7.814
O 2.961 1.610 -6.975
C 3.319 2.884 -7.483
C 2.630 3.252 -8.784
H 5.307 0.245 -7.244
H 4.850 -0.569 -8.749
H 5.098 1.173 -8.733
H 2.889 -0.364 -7.251
H 2.642 0.550 -8.731
H 4.407 2.965 -7.592
H 3.026 3.584 -6.699
H 2.911 2.587 -9.601
H 2.909 4.266 -9.074
H 1.546 3.211 -8.669
```

Output
- Gap between HOMO and LUMO: 9.91 eV
- Structure (SMILES): COCCC[C@@]1(CCCC(=O)O)C[C@@H](CC(C)C)NC1=O.CCOCC.CCOCC.CCOCC.CCOCC.CCOCC

=====

Question: Number 2 is which compound?
Answer: C36H79NO9

=====

Question: Among the records above, which one has the lowest gap between HOMO and LUMO?
Answer: C36H78N6O12

=====

Question: The lowest gap between HOMO and LUMO belongs to which entry?
Answer: C36H78N6O12

=====

Question: Which value of gap between HOMO and LUMO does entry 1 give?
Answer: 9.12 eV